(1)
ORCA calculation (wB97M-V/def2-TZVPD) on an isolated molecule of C10H16BNS at a distorted geometry.

Structure (XYZ):
```
29
Properties=species:S:1:pos:R:3:forces:R:3
C 0.9397 0.1930 -0.3056 -5.789 -0.475 -0.690
H 4.4333 1.3766 0.5566 1.933 0.486 0.429
C -0.9877 -3.9266 -0.0245 -1.346 -2.146 -0.169
H -3.4843 1.4747 -0.8860 0.299 -0.463 1.918
C 1.4004 0.0791 1.0117 -3.240 -2.104 1.815
H 1.4289 0.9439 -2.2914 -0.278 -0.824 1.152
H 2.9263 0.5151 2.3536 1.066 0.202 2.153
H -0.6416 -2.8261 -1.8863 0.788 0.373 1.727
C -3.0905 1.4714 0.2014 0.944 1.749 -1.172
C 3.5287 0.9379 0.3156 -2.209 -0.768 4.044
C 2.6828 0.5189 1.3582 3.956 1.766 -3.084
C 1.7388 0.6075 -1.2612 -2.453 0.577 -3.238
H 3.6776 1.3381 -1.7822 0.026 0.098 0.192
N -1.5754 1.3030 0.1640 -3.380 0.552 -0.285
H -3.3368 2.4986 0.6190 0.470 -1.171 -0.501
H -0.1020 -4.5715 0.1726 -0.389 0.669 -0.178
H -1.6639 -4.0311 0.8666 1.088 1.414 -0.128
C -0.9290 2.5291 0.3829 2.989 1.145 1.027
H 0.1451 2.3805 0.1142 -0.580 0.142 0.731
C -0.6583 -2.6278 -0.7611 -0.699 1.086 0.203
H 0.1863 -2.0368 -0.2741 -0.722 -1.294 -1.290
H -1.6683 -4.5636 -0.6456 0.829 0.416 -0.301
B -1.0412 0.1308 -0.2980 3.819 -0.393 -0.188
H 0.7716 -0.4117 1.8013 0.643 0.368 -0.956
H -1.1624 3.3510 -0.2861 -0.899 0.064 -0.164
C 3.0407 1.0179 -0.9640 2.821 0.344 -1.547
H -3.5021 0.7700 0.8997 -0.522 -0.693 -0.202
S -2.0536 -1.3333 -0.6128 0.816 -0.684 -0.005
H -1.0031 2.8915 1.4617 0.017 -0.434 -1.294
```
Positions in Å, forces in eV/Å.

E_tot = -23625.9685 eV
gap between HOMO and LUMO (spin up / spin down) = 5.29 / 6.27 eV
multiplicity = 3
maximum force = 5.849 eV/A
total charge = 0
expectation value of S² = 2.02

***

(2)
ORCA calculation (wB97M-V/def2-TZVPD) on a structure of composition C30H37BBeF2N5P2S.

Structure (XYZ):
```
79
Properties=species:S:1:pos:R:3:forces:R:3
H 1.4175 0.7813 -2.7126 0.003 -0.011 0.003
H 1.3547 1.6556 2.2000 0.023 -0.016 0.013
C -2.9641 0.6170 1.1840 -0.040 0.000 0.014
C 0.5518 -3.9587 1.0790 -0.018 -0.002 -0.012
H 0.3097 2.7591 -1.8606 -0.004 0.006 -0.031
H -1.4436 -1.5612 4.3992 -0.003 -0.001 0.011
H 0.3438 3.9712 -0.5829 0.008 0.015 0.022
C -2.7652 1.3226 -2.3276 -0.112 0.113 0.010
H 0.2669 -3.4731 0.1447 0.004 0.006 0.005
H 1.5411 -0.9473 -2.3719 0.004 -0.002 -0.008
N -3.3961 1.9138 -3.3669 -0.037 -0.043 -0.035
C -0.5081 -1.1551 4.0109 -0.019 0.032 0.048
C 3.6108 -1.4533 2.6671 0.049 0.015 -0.040
H -5.6834 2.6125 1.0969 -0.010 0.006 0.008
C -1.5393 1.5837 -4.8757 0.057 -0.069 -0.084
H 1.2956 -3.6905 3.7541 -0.024 -0.015 0.000
C -0.2874 -3.4834 2.2678 0.009 0.021 0.037
C 5.4472 -0.8862 1.1549 0.033 -0.001 0.015
H 0.6945 3.2440 1.8183 0.003 0.020 0.011
C -0.7882 1.9718 -5.9722 0.001 0.059 -0.048
H 5.7664 -0.5100 0.1925 0.009 0.003 -0.009
C -4.8117 2.0668 0.7640 0.016 -0.012 0.011
H 1.6162 -3.7915 1.2512 0.010 0.006 -0.004
H 0.3236 -1.5266 4.6078 -0.013 0.001 -0.029
C 4.5533 -1.8460 3.6459 0.033 0.004 -0.012
H 2.5947 3.5620 0.1713 -0.013 0.024 0.033
N -1.6875 0.6269 -2.4210 0.188 -0.222 0.148
H -0.3371 -3.8341 4.4221 -0.014 -0.003 0.014
H -2.7022 4.5542 -7.0339 -0.005 0.016 -0.012
C 1.8941 -0.6134 0.7799 0.043 -0.029 -0.090
H -2.3696 -3.5882 2.9162 -0.010 0.001 0.002
C -1.7366 -3.9518 2.1025 -0.013 0.019 -0.004
C 0.2893 -4.0607 3.5591 0.018 0.002 -0.008
C 0.6728 2.1893 1.5375 -0.037 -0.003 -0.008
H 0.1153 1.4317 -6.2233 0.005 -0.021 0.003
H 6.6132 -2.0620 4.1063 0.012 -0.008 0.019
H -4.3458 1.2325 2.6926 -0.010 -0.007 0.021
H 4.1859 -2.2180 4.5921 -0.006 -0.008 0.023
C 1.0746 2.0500 0.0672 -0.003 0.037 -0.052
H -2.1711 -3.6202 1.1583 0.007 0.005 -0.005
C 1.7489 0.0480 -1.9781 0.044 0.033 -0.019
Be -1.2887 -0.2361 -0.9141 -0.124 0.094 -0.049
H 3.2161 1.9355 0.4742 -0.004 0.045 -0.036
C -1.2139 3.0336 -6.7606 -0.051 0.023 0.046
H -0.3408 1.8189 1.7154 -0.012 -0.014 0.011
F -1.1517 -3.0895 -1.6796 0.133 -0.043 -0.064
N 2.2870 -1.5849 2.9143 0.028 -0.019 0.027
C 2.5168 2.5149 -0.1277 0.035 -0.072 0.038
H -0.8998 2.7213 -0.5654 -0.034 0.006 -0.013
P -0.3487 -1.6064 2.2415 0.008 -0.042 0.015
H -4.9891 2.7108 -1.2716 0.006 0.007 -0.014
F -3.1278 -2.3303 -1.0015 -0.097 -0.015 0.046
C -4.0730 1.3045 1.6505 0.012 0.015 -0.037
B -1.8282 -2.0360 -1.2070 -0.051 0.021 0.033
C 6.3353 -1.2799 2.1116 -0.011 0.012 -0.030
H 0.3373 -5.1481 3.4669 0.000 -0.031 -0.004
H -2.3585 -0.0119 1.8222 0.006 0.000 0.014
H -0.5504 -0.0678 4.1019 0.002 -0.002 -0.008
C -3.0965 3.3660 -5.2988 0.020 0.040 -0.037
C 4.0609 -0.9598 1.4232 -0.027 -0.019 0.034
H -0.6409 3.3181 -7.6314 0.005 0.007 -0.015
C 0.1480 2.9181 -0.7927 0.014 -0.066 -0.002
H -1.7711 -5.0429 2.1228 -0.008 -0.024 0.009
C 1.4360 -1.2192 1.9894 -0.091 0.052 -0.015
N -2.5823 0.6697 -0.0902 0.034 -0.029 -0.011
H -3.9859 3.9174 -5.0204 -0.022 0.020 0.000
C -3.3037 1.4074 -0.9534 0.014 0.016 0.050
H 0.4040 -5.0322 0.9436 0.005 -0.017 -0.002
P 0.8145 0.2684 -0.4384 -0.026 0.113 0.026
N 3.1698 -0.5184 0.5041 0.038 -0.022 0.031
C -2.6845 2.2893 -4.5366 -0.009 -0.005 0.054
H 2.8266 2.4484 -1.1707 0.007 0.001 -0.015
C -2.3684 3.7257 -6.4261 0.049 -0.072 0.033
C -4.4213 2.1207 -0.5665 0.030 -0.014 -0.011
S -1.1193 0.1340 -3.9586 -0.079 0.073 -0.067
H -4.2506 2.4123 -3.1809 0.036 -0.004 -0.005
H 7.3980 -1.2262 1.9188 0.013 0.002 -0.008
H 2.8150 0.1510 -1.7917 -0.008 -0.005 0.003
C 5.8850 -1.7589 3.3669 -0.029 -0.004 0.010
```
Positions in Å, forces in eV/Å.

E_tot = -75087.7056 eV
gap between HOMO and LUMO = 7.27 eV
maximum force = 0.326 eV/A
total charge = +1

***

(3)
ORCA calculation (wB97M-V/def2-TZVPD) on the ion C7H12O with charge +1 at a distorted geometry.

Structure (XYZ):
```
20
Properties=species:S:1:pos:R:3:forces:R:3
C 0.4353 -1.2718 -0.5365 -1.542 0.856 1.620
H 0.4849 0.1363 -2.1474 -1.391 0.476 1.516
H 2.3914 1.4538 0.5136 0.077 0.227 -1.180
O -0.6390 -3.2726 0.4492 2.353 -1.664 -0.744
H 0.7535 -2.0220 -1.3023 -0.839 0.529 0.675
H -1.0772 3.2245 -0.3399 0.187 2.031 1.104
H 1.3377 -0.9756 0.0019 0.020 0.018 -0.168
H -1.9371 2.0946 -1.4998 0.193 0.351 0.254
H -0.3422 1.3322 1.7539 -0.813 0.896 0.080
H 1.9767 1.9456 2.0964 -0.693 -0.242 0.874
H -1.6459 -1.5777 0.5286 -0.217 0.548 -0.418
C -0.6048 -1.8476 0.6163 2.296 -2.009 -2.238
C -0.3777 1.2251 -0.3705 1.008 -1.721 -0.598
H 0.2687 -3.7559 0.1570 -3.047 2.269 1.271
H -0.2634 -1.6179 1.6127 0.346 0.389 0.325
C -1.1928 2.2758 -0.7142 -1.867 -1.804 -2.682
C -0.2273 -0.0135 -1.2116 1.625 -0.967 -1.158
C 0.2805 1.4278 0.8752 1.078 -0.774 1.958
H -1.1837 -0.3580 -1.6534 0.191 0.734 0.066
C 1.5623 1.5970 1.1708 1.034 -0.144 -0.557
```
Positions in Å, forces in eV/Å.

E_tot = -9488.9740 eV
gap between HOMO and LUMO (spin up / spin down) = 8.46 / 4.88 eV
multiplicity = 2
maximum force = 4.006 eV/A
total charge = +1
expectation value of S² = 0.76

***

(4)
ORCA calculation (wB97M-V/def2-TZVPD) on a structure of composition C20H37F6IIrN7O4S4 at a distorted geometry.

Structure (XYZ):
```
80
Properties=species:S:1:pos:R:3:forces:R:3
C 0.9668 -4.3834 -3.0482 0.002 -0.003 0.008
H -0.9817 -0.1002 -4.4622 -0.004 -0.007 -0.006
H 2.2700 -2.1255 -3.4460 -0.040 0.019 -0.043
C -0.7569 2.0312 -4.8739 0.001 -0.002 -0.005
H 2.4762 -0.8556 1.6095 -0.005 0.004 -0.018
H 0.6904 -3.3451 -5.6393 0.001 -0.002 -0.003
H -1.1576 -4.3016 -3.3753 0.003 -0.010 -0.002
H 1.3967 2.0992 -5.1524 -0.018 -0.007 -0.015
F 3.3433 2.7222 -0.5468 0.046 -0.032 -0.036
H -0.1011 -3.4498 2.5285 -0.023 -0.003 0.010
C -0.1181 -2.4767 3.0190 -0.011 0.063 0.011
H -2.1504 -2.1969 2.4395 -0.060 -0.042 0.086
C 0.0593 -0.3326 5.4838 -0.037 -0.012 0.021
F -1.6934 4.7426 4.7000 0.005 -0.002 -0.006
H -0.3248 -2.2972 -4.6354 -0.007 0.003 -0.002
O 1.8644 1.3024 1.7560 -0.597 -0.115 -0.346
H -2.0489 -0.7735 5.6863 0.011 0.006 0.012
O 0.5840 2.5888 0.1484 0.164 0.069 0.127
O -1.2765 4.2635 1.7694 0.025 0.029 0.042
N 1.1018 3.5792 2.4262 0.086 0.094 -0.052
H -1.9560 0.4833 -5.7971 -0.003 0.000 0.003
H -3.8471 2.5610 -0.7210 0.008 0.002 -0.003
C 2.0134 -1.4501 2.3891 0.015 0.049 0.029
C -0.9872 0.5891 -5.3110 0.001 -0.007 0.029
H 0.7489 3.4187 -4.2200 0.005 -0.004 0.025
Ir -0.3099 0.4526 2.4184 1.277 -0.469 2.147
C 0.6558 2.3435 -4.3824 -0.053 0.046 0.025
C -3.7016 0.3580 -0.3133 -0.015 0.007 0.004
H 0.2264 1.6702 -2.3609 -0.013 0.001 -0.003
F 2.8929 4.6493 0.3413 -0.004 0.015 -0.032
H 2.1181 0.0983 -4.0418 0.008 -0.020 0.022
C 2.3363 -0.8685 3.7653 -0.043 -0.004 -0.041
C -0.2302 -3.3024 -5.0521 0.000 0.004 0.006
C -2.7669 -0.2520 0.5157 0.004 -0.032 0.009
H 0.0636 -2.9816 -1.6773 -0.002 -0.015 -0.004
H 0.4757 -2.5686 3.9235 -0.005 0.002 -0.005
C -0.2459 -4.3833 -3.9765 0.006 0.018 -0.005
H 0.9638 -5.2894 -2.4396 -0.028 0.011 0.008
S -0.4271 3.6632 2.7484 -0.036 0.073 0.041
H 0.3463 -1.3695 5.6462 0.003 0.004 -0.027
N 0.5372 -1.4520 2.1404 -0.289 0.069 -0.512
S 1.5226 2.6457 1.2442 -0.519 0.095 -0.670
C 1.0851 -0.7677 -2.5628 -0.106 -0.013 -0.056
C -0.4377 4.6634 4.3148 0.007 0.001 0.072
H 0.2321 0.2041 6.4158 -0.022 -0.011 0.008
H -0.9755 2.7023 -5.7048 0.012 -0.022 -0.022
H -1.8577 2.7100 0.7999 -0.065 -0.016 0.023
H 2.3840 -2.4748 2.3147 -0.010 -0.001 0.023
H -0.2936 -5.3619 -4.4549 0.009 0.005 -0.013
H -2.5363 -0.3084 3.3738 0.030 0.169 0.124
S -0.1448 -0.5039 -1.3339 0.229 -0.062 -0.160
H 1.8937 2.1744 -2.6100 -0.052 0.029 0.030
H 3.3144 -0.3921 3.7484 0.004 -0.003 0.008
S 1.1431 0.4357 4.2239 0.096 0.092 -0.003
N -1.9374 0.6555 1.0552 0.477 -0.108 -0.407
H -1.9857 -2.6120 4.1381 0.097 -0.022 0.040
C 1.0586 -3.2042 -2.0835 0.076 -0.039 -0.013
N -1.5832 -0.5808 3.6233 -0.733 0.411 -0.319
H -1.4695 2.2926 -4.0842 0.000 0.033 -0.009
F 0.0640 5.8422 4.0608 0.010 0.000 -0.018
N 1.5591 -1.9862 -2.7380 -0.063 0.037 -0.040
H -1.0597 -3.4365 -5.7444 0.000 0.000 -0.002
F 0.2843 4.0184 5.2158 -0.004 0.007 -0.007
C -1.3906 -0.1741 5.0549 0.147 -0.158 0.018
C 1.0535 1.6641 -3.0821 0.121 -0.101 -0.052
H 1.7334 -3.4503 -1.2593 -0.047 0.044 0.023
I -5.2096 -0.5467 -1.3781 0.016 0.000 -0.001
N 1.4614 0.2598 -3.2864 0.076 0.082 -0.017
F 4.0713 3.1959 1.4386 -0.027 0.028 0.007
H -1.7025 0.8667 5.1204 0.006 0.003 -0.001
H 1.8933 -4.4279 -3.6324 0.008 -0.016 0.007
H -0.2286 0.2602 -6.0251 0.000 0.003 0.000
H 0.4059 -1.7108 1.1629 0.015 -0.090 0.025
C -1.5317 -2.0485 3.3225 -0.003 0.070 -0.136
H -2.6552 -1.3056 0.7120 -0.007 0.015 0.005
N -2.3328 1.8418 0.5572 -0.015 -0.039 -0.059
C -3.3857 1.7052 -0.2545 0.002 0.004 0.031
O -0.9333 2.3222 3.2124 -0.234 -0.204 -0.228
C 3.0945 3.3790 0.5773 0.093 -0.015 0.294
H 2.3469 -1.6074 4.5650 -0.006 -0.007 -0.004
```
Positions in Å, forces in eV/Å.

E_tot = -110520.5518 eV
gap between HOMO and LUMO (spin up / spin down) = 7.38 / 4.80 eV
multiplicity = 2
maximum force = 2.541 eV/A
total charge = +3
expectation value of S² = 0.75

***

(5)
ORCA calculation (wB97M-V/def2-TZVPD) on an isolated molecule of C2H2OP2 at a distorted geometry.

Structure (XYZ):
```
7
Properties=species:S:1:pos:R:3:forces:R:3
H 1.8781 1.5344 -0.0651 -0.093 0.200 0.023
H -0.7947 -2.2488 0.0248 -0.124 -0.192 0.019
C -0.6987 -1.1644 0.0117 -0.056 0.960 -0.013
C 0.8675 1.0809 -0.0066 0.102 -0.256 0.015
O -0.1183 1.7983 0.0133 -1.065 -0.456 -0.044
P 1.0016 -0.6952 0.0367 -0.062 -0.699 -0.029
P -2.1356 -0.3052 -0.0148 1.297 0.442 0.028
```
Positions in Å, forces in eV/Å.

E_tot = -22727.7325 eV
gap between HOMO and LUMO (spin up / spin down) = 5.82 / 5.73 eV
maximum force = 1.371 eV/A
total charge = 0

***

(6)
ORCA calculation (wB97M-V/def2-TZVPD) on an isolated molecule of CH5NO2S at a distorted geometry.

Structure (XYZ):
```
10
Properties=species:S:1:pos:R:3:forces:R:3
H 0.4456 0.8840 0.9763 0.971 0.155 0.167
S 0.7388 -1.4036 1.4333 -0.748 2.699 0.163
H -0.8692 0.8868 -0.9559 0.875 -1.139 0.992
O -0.5937 -0.6303 2.1927 1.894 1.491 -3.816
O 0.3266 -2.5348 0.6520 -0.631 -1.249 -0.383
H -1.0849 -0.6778 -0.1483 1.118 2.115 -2.219
H -0.9070 -1.0655 2.9059 -1.453 -2.591 3.794
N -0.3763 0.0051 -0.6754 -3.658 -2.703 0.357
H 1.5834 0.0843 -0.1954 1.822 0.397 -0.505
C 0.6549 0.0701 0.2817 -0.190 0.825 1.450
```
Positions in Å, forces in eV/Å.

E_tot = -17536.4756 eV
gap between HOMO and LUMO = 9.96 eV
maximum force = 4.819 eV/A
total charge = 0

***

(7)
ORCA calculation (wB97M-V/def2-TZVPD) on an isolated molecule of C5H7N.

Structure (XYZ):
```
13
Properties=species:S:1:pos:R:3:forces:R:3
C -1.6633 -0.0201 -0.7217 -0.042 -0.050 0.032
H 0.0662 1.6525 0.9939 0.166 -0.136 -0.174
H -2.0458 -0.9610 -1.1279 0.073 0.116 0.067
C 0.3261 0.5898 0.9240 -0.023 -0.043 -0.070
C -0.2522 -0.1705 -0.2342 0.150 -0.072 0.054
C 0.7396 -0.9259 -0.7409 -0.013 -0.016 -0.103
N 1.7465 0.3029 0.7614 0.248 -0.184 0.059
H 2.4193 0.6875 1.4095 -0.043 -0.131 -0.109
H -2.3504 0.3285 0.0559 0.140 -0.099 -0.046
H 0.0336 0.1012 1.8621 -0.314 0.167 -0.036
C 2.0608 -0.6547 -0.1061 -0.422 0.372 0.086
H 0.6178 -1.6490 -1.5420 0.039 0.175 0.061
H -1.6981 0.7188 -1.5340 0.041 -0.102 0.180
```
Positions in Å, forces in eV/Å.

E_tot = -6786.2861 eV
gap between HOMO and LUMO = 8.92 eV
maximum force = 0.569 eV/A
total charge = 0

***

(8)
ORCA calculation (wB97M-V/def2-TZVPD) on an isolated molecule of C5H8O2.

Structure (XYZ):
```
15
Properties=species:S:1:pos:R:3:forces:R:3
C -0.8859 0.7070 -0.1986 -0.232 0.183 0.126
H 1.9692 -0.2917 1.5833 -0.117 -0.010 -0.199
H -1.1074 0.1580 -2.3990 0.183 -0.045 0.114
C 0.0678 -0.3277 0.4893 0.090 0.183 -0.004
O 0.1501 -2.0965 -1.2716 0.124 0.569 0.306
H -0.7219 1.7452 0.0977 -0.066 -0.148 0.002
O -0.4805 -1.2338 1.4051 -0.164 -0.183 -0.038
C 1.2132 0.3946 1.1939 0.042 -0.025 -0.071
H 0.4339 0.9571 -1.9723 -0.106 0.003 0.102
C -0.3716 0.3143 -1.6062 0.051 0.049 -0.140
H 1.6898 1.1589 0.5720 -0.079 -0.181 -0.021
H -1.9272 0.4258 -0.0336 0.069 0.048 -0.102
H -0.7223 -2.0297 0.9092 0.014 0.040 0.159
C 0.1566 -0.9390 -0.9344 0.080 -0.400 -0.094
H 0.7579 0.9045 2.0526 0.111 -0.083 -0.141
```
Positions in Å, forces in eV/Å.

E_tot = -9408.7525 eV
gap between HOMO and LUMO = 10.66 eV
maximum force = 0.658 eV/A
total charge = 0

***

Look up the E_tot of the third one. -9488.9740 eV

***

Look up the E_tot of the second one. -75087.7056 eV

***

The highest maximum force belongs to which entry? C10H16BNS